No. 1
ORCA calculation (the ωB97M-V functional and the def2-TZVPD basis) on a molecular structure, C29H31F6N2O4PtS2Se.

Atoms and positions in Å:
Pt (-0.5015, 1.0786, 0.5743)
Se (1.9905, -0.5759, 0.4111)
S (-2.2433, -1.0637, 2.9337)
S (-0.1826, 0.6088, 3.2835)
F (-0.3473, -2.4325, 1.6400)
F (-2.1435, -3.5697, 1.9748)
F (-1.5917, 2.7770, 3.4742)
F (-0.7808, -3.2285, 3.5987)
F (-0.2052, 2.5201, 5.1036)
F (-2.1108, 1.5293, 5.1363)
O (0.6909, 1.5144, 2.5980)
O (0.4043, -0.3781, 4.1176)
O (-2.2827, -0.9802, 4.3564)
O (-3.4800, -1.1723, 2.2357)
N (-1.3179, 0.0714, 2.3217)
N (0.4658, 2.1813, -0.6146)
C (-0.3584, 4.7381, 0.0435)
C (-3.1517, 2.5583, -0.7620)
C (-0.3198, 3.2607, -4.0353)
C (-3.1265, 1.0830, -1.1712)
C (0.4230, 0.6180, -4.4425)
C (-0.3746, 6.0359, 0.4979)
C (0.2248, 3.0143, -1.5994)
C (-0.4085, 2.6980, -5.2919)
C (5.8192, 1.1100, -0.1577)
C (0.1369, 4.4208, -1.2336)
C (0.5229, 1.1683, -3.1857)
C (4.4378, 0.9868, -0.0690)
C (3.8869, -0.2669, 0.2265)
C (-1.8230, 0.4455, -0.8230)
C (-0.0297, 1.3814, -5.5114)
C (-3.3572, 0.9879, -2.6945)
C (4.1856, -2.7300, 0.6991)
C (8.1606, 0.2137, -0.0631)
C (6.1117, -1.2018, 0.3148)
C (-4.2821, 0.3489, -0.4568)
C (0.1137, 7.0671, -0.2964)
C (0.6348, 6.7649, -1.5474)
C (-1.1021, 1.8784, 4.3438)
C (-1.3211, -2.6669, 2.5204)
C (0.6514, 5.4658, -2.0133)
C (3.6127, 2.2136, -0.3026)
C (4.7411, -1.3691, 0.4107)
C (6.6737, 0.0352, 0.0338)
C (0.1690, 2.5123, -2.9541)
H (-0.7874, 3.2894, -6.1144)
H (0.1159, 8.0885, 0.0622)
H (-3.3884, -0.0505, -3.0148)
H (8.6778, -0.7326, 0.0772)
H (-4.3041, 1.4590, -2.9578)
H (2.5494, 2.0271, -0.1656)
H (-0.6584, 4.2732, -3.8763)
H (1.1090, 5.2503, -2.9670)
H (0.8708, 0.5776, -2.3477)
H (-4.1059, 0.3191, 0.6145)
H (-4.3566, -0.6783, -0.8052)
H (-2.5489, 1.4811, -3.2284)
H (-2.9621, 2.6502, 0.3074)
H (3.5695, -3.0660, -0.1361)
H (-0.7616, 6.2481, 1.4846)
H (6.2374, 2.0829, -0.3857)
H (-1.7766, -0.6279, -1.0182)
H (4.9853, -3.4494, 0.8647)
H (-5.2292, 0.8536, -0.6493)
H (-4.1227, 3.0008, -0.9839)
H (-0.0904, 0.9561, -6.5036)
H (-0.7249, 3.9310, 0.6701)
H (3.5451, -2.6990, 1.5806)
H (3.7629, 2.5741, -1.3208)
H (3.9127, 3.0088, 0.3792)
H (-2.3858, 3.1035, -1.3058)
H (8.4353, 0.6164, -1.0374)
H (8.5124, 0.9133, 0.6948)
H (0.7013, -0.4168, -4.5968)
H (6.7577, -2.0582, 0.4632)
H (1.0517, 7.5522, -2.1631)

Results
**Net charge**: -1
**E_LUMO (spin up / spin down)**: 0.8 / 0.9 eV
**Strongest force on any atom**: 4.91 eV/Å
**Energy**: -148311.6497 eV
**E_HOMO (spin up / spin down)**: -0.1271 / -0.1271 Ha



No. 2
ORCA calculation (the ωB97M-V functional and the def2-TZVPD basis) on a molecular structure, C29H31FIrNOPSi.

Atoms and positions in Å:
Ir (1.0063, 1.4310, 0.5212)
P (-0.7199, 0.0781, 0.6623)
Si (1.3780, 0.6964, -2.8963)
F (5.5281, -2.3653, 2.2417)
O (0.3164, 4.2562, 0.4534)
N (-0.3678, 3.0821, 0.2247)
C (-0.6362, 1.1126, 3.2305)
C (-2.1363, -0.7535, 2.9493)
C (-3.6388, 2.3879, -1.1429)
C (-4.4153, 0.1337, -1.0666)
C (3.3428, -1.5548, 2.5317)
C (1.5543, 1.8199, -1.3907)
C (-1.5268, 3.1556, -0.2777)
C (-0.4114, 0.8601, -3.4343)
C (4.5310, -1.5684, 1.8288)
C (-2.2121, 0.6798, -0.2046)
C (-1.0100, 1.2162, 4.5631)
C (-2.4354, 2.0283, -0.5383)
C (-0.5570, -1.6632, 0.2007)
C (2.3200, -0.7333, 2.0803)
C (2.4477, 0.0740, 0.9433)
C (-2.5122, -0.6427, 4.2789)
C (-1.1908, 0.1241, 2.4163)
C (-0.6974, -2.0567, -1.1320)
C (-0.2200, -2.6183, 1.1576)
C (-0.0285, -3.9413, 0.7896)
C (-4.6216, 1.4550, -1.4176)
C (3.6840, 0.0430, 0.2942)
C (-0.5113, -3.3805, -1.4959)
C (1.9206, -1.0543, -2.5529)
C (2.4562, 1.3976, -4.2483)
C (4.7228, -0.7699, 0.7196)
C (-3.2219, -0.2414, -0.4649)
C (-0.1725, -4.3247, -0.5358)
C (-1.9496, 0.3387, 5.0842)
H (1.0951, 2.7789, -1.6552)
H (-5.1755, -0.6119, -1.2592)
H (-0.2062, 5.0032, 0.1150)
H (-3.8058, 3.4278, -1.4006)
H (-2.5774, -1.5246, 2.3295)
H (-5.5433, 1.7625, -1.8939)
H (0.2350, -4.6723, 1.5426)
H (-0.6385, 0.1999, -4.2766)
H (5.6739, -0.7886, 0.2031)
H (-0.9562, -1.3349, -1.8947)
H (-2.2457, 0.4191, 6.1222)
H (-0.5994, 1.8862, -3.7656)
H (-1.1238, 0.6503, -2.6341)
H (2.2410, 2.4514, -4.4420)
H (1.7116, -1.6902, -3.4193)
H (3.5150, 1.3143, -3.9895)
H (-0.0230, -5.3579, -0.8208)
H (-0.5703, 1.9812, 5.1892)
H (-0.6251, -3.6718, -2.5322)
H (1.4045, -0.7150, 2.6665)
H (3.2297, -2.1719, 3.4136)
H (-1.9204, 4.1436, -0.5196)
H (1.4470, -1.4984, -1.6746)
H (2.9987, -1.0789, -2.3863)
H (0.0947, 1.8156, 2.8355)
H (2.6161, 2.0184, -1.1543)
H (2.2993, 0.8491, -5.1815)
H (-3.0801, -1.2816, -0.2043)
H (3.8676, 0.6618, -0.5727)
H (-3.2445, -1.3259, 4.6893)
H (-0.1095, -2.3410, 2.1975)

Results
**Net charge**: +1
**E_LUMO**: -3.6 eV
**Strongest force on any atom**: 0.54 eV/Å
**Energy above the lowest of the compared OMol25 structures with the same formula, charge and spin**: 0.202 eV
**Energy**: -56830.1598 eV
**E_HOMO**: -0.3976 Ha